(1)
{
  "formula": "C3H13NO2S2",
  "method": "the ωB97M-V functional and the def2-TZVPD basis",
  "symbols": ["N", "C", "C", "C", "S", "S", "H", "H", "H", "H", "H", "H", "H", "H", "H", "O", "H", "H", "O", "H", "H"],
  "coordinates": [[0.566, 0.362, -1.344], [0.831, -0.833, -0.552], [0.670, -0.713, 0.994], [0.437, 0.628, 1.644], [1.942, 1.541, 2.159], [2.777, 2.350, 0.514], [-0.288, 0.825, -1.060], [1.351, 0.993, -1.325], [1.779, -1.292, -0.787], [0.069, -1.528, -0.869], [1.412, -1.334, 1.493], [-0.159, -1.374, 1.291], [0.027, 0.523, 2.640], [-0.195, 1.246, 1.014], [3.813, 1.510, 0.329], [-2.702, -3.286, -1.409], [-2.824, -3.206, -2.353], [-3.381, -3.501, -0.773], [-1.770, 2.328, -0.767], [-2.388, 1.624, -0.547], [-1.966, 3.137, -0.292]],
  "e_above_lowest_ev": 1.145,
  "homo_ev": -8.562,
  "smiles": "NCCCSS.O.O",
  "lumo_energy_ev": 0.480,
  "homo_lumo_gap_ev": 9.0
}


(2)
{
  "formula": "CH5INP",
  "method": "the ωB97M-V functional and the def2-TZVPD basis",
  "symbols": ["C", "N", "P", "I", "H", "H", "H", "H", "H"],
  "coordinates": [[-0.009, -1.388, -1.447], [0.804, -0.770, -0.516], [0.880, -1.025, 1.134], [-0.384, -3.039, 1.621], [-0.789, -2.006, -1.140], [2.801, 1.549, 0.606], [0.341, -1.485, -2.415], [1.511, -0.098, -0.887], [2.492, 2.269, 0.791]],
  "e_above_lowest_ev": 3.272,
  "homo_ev": [-7.262, -7.499],
  "lumo_energy_ev": [0.114, -0.279],
  "homo_lumo_gap_ev": [7.4, 7.2]
}


(3)
{
  "formula": "C4H7NaO",
  "method": "the ωB97M-V functional and the def2-TZVPD basis",
  "symbols": ["C", "C", "C", "O", "Na", "H", "H", "H", "H", "C", "H", "H", "H"],
  "coordinates": [[0.989, 0.510, -0.935], [-0.386, -0.088, -0.185], [0.105, -0.815, 1.027], [-0.593, -1.906, 1.324], [-2.834, -2.183, 0.558], [1.885, -0.107, -0.876], [-1.153, -0.587, -0.779], [1.124, 0.798, -1.983], [1.350, -0.649, 0.675], [-0.086, 1.380, -0.331], [0.214, 1.908, 0.584], [-0.762, 1.904, -1.013], [0.148, -0.166, 1.934]],
  "e_above_lowest_ev": 2.465,
  "s2": 0.76,
  "spin_multiplicity": 2,
  "homo_ev": [-13.260, -13.224],
  "total_charge": 1,
  "lumo_energy_ev": [-4.623, -6.263],
  "homo_lumo_gap_ev": [8.6, 7.0]
}


(4)
{
  "formula": "C12H31FN4O5PS2",
  "method": "the ωB97M-V functional and the def2-TZVPD basis",
  "symbols": ["C", "C", "C", "C", "S", "O", "O", "N", "S", "O", "O", "C", "C", "F", "H", "H", "H", "H", "H", "H", "H", "H", "H", "H", "H", "H", "H", "O", "P", "N", "C", "C", "N", "C", "C", "N", "C", "C", "H", "H", "H", "H", "H", "H", "H", "H", "H", "H", "H", "H", "H", "H", "H", "H", "H", "H"],
  "coordinates": [[5.315, -3.434, 2.417], [4.514, -2.965, 1.198], [4.888, -1.559, 0.703], [2.990, -3.131, 1.377], [2.350, -2.290, 2.850], [3.332, -1.302, 3.240], [2.180, -3.298, 3.865], [1.024, -1.467, 2.425], [-0.356, -2.299, 2.277], [-1.357, -1.317, 1.910], [-0.761, -3.050, 3.430], [-0.253, -3.351, 0.803], [-0.102, -4.871, 1.024], [0.514, -5.228, 2.194], [6.267, -3.838, 2.056], [4.827, -4.247, 2.955], [5.525, -2.629, 3.116], [4.758, -3.657, 0.384], [5.886, -1.262, 1.020], [4.817, -1.551, -0.389], [4.164, -0.823, 1.046], [2.804, -4.197, 1.486], [2.514, -2.688, 0.504], [-1.204, -3.207, 0.292], [0.516, -3.026, 0.111], [-1.066, -5.364, 0.896], [0.535, -5.251, 0.216], [-2.470, 0.890, -2.853], [-1.981, 2.041, -2.015], [-3.158, 2.014, -0.763], [-4.228, 2.922, -0.449], [-3.068, 0.878, 0.148], [-2.166, 3.278, -3.202], [-2.786, 4.572, -3.005], [-2.476, 2.824, -4.557], [-0.833, 3.022, -1.111], [0.399, 2.263, -0.803], [-1.163, 3.867, 0.013], [-4.104, 3.341, 0.561], [-5.206, 2.422, -0.475], [-4.283, 3.768, -1.128], [-2.285, 1.031, 0.901], [-2.836, -0.043, -0.390], [-4.005, 0.707, 0.677], [-3.875, 4.506, -2.892], [-2.607, 5.214, -3.872], [-2.361, 5.125, -2.169], [-3.528, 2.533, -4.673], [-1.853, 1.981, -4.838], [-2.252, 3.615, -5.277], [0.219, 1.479, -0.058], [1.185, 2.918, -0.424], [0.779, 1.780, -1.708], [-1.356, 3.307, 0.938], [-2.012, 4.519, -0.177], [-0.311, 4.527, 0.194]],
  "homo_ev": -5.824,
  "total_charge": -1,
  "lumo_energy_ev": 2.490,
  "homo_lumo_gap_ev": 8.3
}


(5)
{
  "formula": "C4H7FO",
  "method": "the ωB97M-V functional and the def2-TZVPD basis",
  "symbols": ["C", "C", "F", "C", "C", "O", "H", "H", "H", "H", "H", "H", "H"],
  "coordinates": [[2.312, 0.238, -0.197], [0.824, -0.022, -0.078], [0.459, -1.216, 0.278], [-0.097, 0.926, -0.065], [-1.470, 0.624, 0.293], [-2.090, -0.419, -0.418], [2.687, 0.256, -1.143], [2.826, -0.438, 0.525], [2.568, 1.136, 0.334], [0.236, 1.948, 0.216], [-1.527, 0.470, 1.417], [-2.039, 1.504, -0.013], [-1.573, -1.166, -0.210]],
  "e_above_lowest_ev": 1.567,
  "homo_ev": -9.246,
  "smiles": "C/C(F)=C/CO",
  "lumo_energy_ev": 0.915,
  "homo_lumo_gap_ev": 10.2
}


(6)
{
  "formula": "C4H2FLiO4Pd",
  "method": "the ωB97M-V functional and the def2-TZVPD basis",
  "symbols": ["O", "C", "O", "O", "C", "C", "O", "C", "Pd", "H", "H", "F", "Li"],
  "coordinates": [[0.997, 0.632, 0.081], [-0.894, 2.124, 0.052], [-1.248, 2.094, -1.079], [1.966, -1.305, -0.038], [2.009, -0.108, 0.409], [0.727, -1.574, -0.821], [-1.317, 1.418, 0.949], [-0.332, -0.655, -0.274], [3.285, 0.509, 0.956], [0.514, -2.633, -0.652], [1.031, -1.437, -1.865], [-0.705, -1.267, 0.942], [-1.949, -0.458, -1.666]],
  "s2": 2.03,
  "spin_multiplicity": 3,
  "homo_ev": [-17.321, -19.309],
  "total_charge": 2,
  "lumo_energy_ev": [-9.719, -12.892],
  "homo_lumo_gap_ev": [7.6, 6.4]
}


Short version: molecular weight = 159.28, 188.94, 94.09, 425.51, 90.10, 246.41 g mol⁻¹, in the order given.